[1]
DFT (ωB97M-V with the def2-TZVPD basis set) results for 11 unconnected molecules or ions with the total composition C36H108Cl2N9O9 in a non-equilibrium geometry.

Cartesian coordinates (Å):
C1 3.0066 -2.4588 -1.8246
C2 3.3294 -1.9108 -3.2708
C3 4.6959 -1.1624 -3.4633
O1 5.0425 -1.0983 -4.8378
C4 5.5095 0.1074 -5.4474
N1 3.2191 -3.0899 -4.2735
H1 2.2753 -3.4153 -4.4269
H2 3.7045 -2.7379 -5.0863
H3 3.7460 -3.8620 -3.8909
H4 3.1017 -1.5895 -1.1739
H5 3.6703 -3.2375 -1.4489
H6 2.0029 -2.8777 -1.8964
H7 2.5801 -1.1836 -3.5836
H8 5.4874 -1.7305 -2.9746
H9 4.6860 -0.1882 -2.9744
H10 6.4422 0.3576 -4.9418
H11 4.7612 0.8606 -5.2009
H12 5.7351 0.0084 -6.5091
C5 -0.5510 6.3301 1.1784
C6 -0.6604 5.7910 -0.2756
C7 -1.8763 4.7958 -0.3910
O2 -3.1292 5.4747 -0.4164
C8 -4.1755 4.5980 -0.0630
N2 -0.7925 6.9092 -1.3147
H13 -1.4453 6.6460 -2.0391
H14 -1.1463 7.7605 -0.9021
H15 0.0504 7.1031 -1.8363
H16 0.2680 7.0437 1.2685
H17 -0.2647 5.4990 1.8230
H18 -1.4623 6.8219 1.5187
H19 0.2440 5.2059 -0.4424
H20 -1.9001 4.0939 0.4426
H21 -1.6649 4.2125 -1.2873
H22 -5.1484 5.0721 -0.1923
H23 -4.2081 4.2878 0.9814
H24 -4.2847 3.7158 -0.6939
C9 -0.1462 -4.7821 -1.0376
C10 -0.6214 -4.8143 0.4280
C11 -0.0043 -5.9525 1.2929
O3 -0.3489 -5.7654 2.6352
C12 0.2489 -6.7241 3.4915
N3 -0.1768 -3.4755 1.0637
H25 -0.6684 -3.4145 1.9439
H26 0.8128 -3.4517 1.2643
H27 -0.5468 -2.6821 0.5599
H28 0.9384 -4.7564 -1.1434
H29 -0.6167 -4.0724 -1.7182
H30 -0.5977 -5.6597 -1.5001
H31 -1.7108 -4.8171 0.3936
H32 1.0660 -5.8888 1.0963
H33 -0.2276 -6.9401 0.8892
H34 -0.0400 -7.7639 3.3378
H35 0.0505 -6.3875 4.5091
H36 1.3126 -6.8107 3.2698
C13 2.1518 3.9278 6.0817
C14 2.1390 3.9105 4.5361
C15 0.9712 3.0453 4.0568
O4 0.7098 2.8967 2.6487
C16 -0.5863 2.4573 2.4252
N4 1.9085 5.3329 4.0918
H37 2.4726 6.0072 4.5890
H38 2.0315 5.5308 3.1091
H39 0.9304 5.5587 4.2034
H40 2.2281 2.9070 6.4560
H41 1.2347 4.4281 6.3928
H42 3.0298 4.3915 6.5315
H43 3.0747 3.5680 4.0943
H44 0.0232 3.2030 4.5711
H45 1.2044 2.0598 4.4599
H46 -0.9011 1.5356 2.9147
H47 -0.7607 2.3297 1.3569
H48 -1.3288 3.1875 2.7471
C17 2.3133 1.5357 -0.3528
C18 2.7390 2.9396 -0.1372
C19 4.1088 3.0799 0.5385
O5 4.2116 2.5887 1.8879
C20 5.4891 2.7638 2.4323
N5 2.7642 3.6307 -1.5214
H49 2.6711 4.6323 -1.4298
H50 3.6960 3.4830 -1.8819
H51 2.0345 3.1708 -2.0469
H52 2.9317 1.0803 -1.1263
H53 1.2624 1.4240 -0.6197
H54 2.3385 0.8948 0.5285
H55 2.0002 3.4599 0.4724
H56 4.6279 4.0345 0.4531
H57 4.7884 2.4730 -0.0599
H58 5.5251 2.4699 3.4814
H59 5.6703 3.8361 2.5062
H60 6.2607 2.2003 1.9077
C21 5.5333 -1.1733 4.6639
C22 3.9605 -1.3250 4.8641
C23 3.0586 -0.3692 4.0469
O6 1.7324 -0.4872 4.5547
C24 0.7488 -0.7078 3.5598
N6 3.4619 -2.7422 4.5861
H61 3.9556 -3.3153 5.2553
H62 2.5472 -2.8066 5.0095
H63 3.4961 -3.1955 3.6842
H64 5.8481 -0.1524 4.4480
H65 5.9245 -1.7507 3.8262
H66 6.1673 -1.3984 5.5215
H67 3.8434 -1.2151 5.9422
H68 3.1074 -0.5822 2.9791
H69 3.4011 0.6533 4.2056
H70 0.7711 0.1284 2.8611
H71 -0.2445 -0.9427 3.9424
H72 0.9678 -1.5678 2.9269
C25 -6.3183 -0.7856 1.7706
C26 -5.2853 0.3575 1.6693
C27 -4.6564 0.8894 2.9578
O7 -4.2219 2.2560 2.6865
C28 -3.8022 3.0458 3.7994
N7 -4.1123 -0.0662 0.7801
H73 -4.3854 -0.2555 -0.1737
H74 -3.3557 0.5940 0.6717
H75 -3.6484 -0.8487 1.2189
H76 -6.7145 -1.0752 0.7974
H77 -7.1597 -0.3890 2.3389
H78 -5.9054 -1.6295 2.3233
H79 -5.7911 1.0772 1.0255
H80 -3.8508 0.2319 3.2845
H81 -5.4211 0.7570 3.7231
H82 -2.8534 2.7260 4.2302
H83 -4.4741 3.0149 4.6572
H84 -3.4918 4.0236 3.4312
C29 -2.9781 -7.1464 -3.9126
C30 -4.0103 -6.0997 -4.3347
C31 -4.3996 -5.0965 -3.1804
O8 -3.2234 -4.4425 -2.7143
C32 -3.4948 -3.2381 -1.9907
N8 -3.3622 -5.3266 -5.4963
H85 -2.5931 -4.7362 -5.2136
H86 -2.9003 -5.9521 -6.1409
H87 -4.0669 -4.7437 -5.9249
H88 -1.9906 -6.7206 -3.7348
H89 -2.7890 -7.9079 -4.6692
H90 -3.2405 -7.6576 -2.9864
H91 -4.9591 -6.3603 -4.8038
H92 -4.8264 -5.5134 -2.2682
H93 -5.1473 -4.3608 -3.4766
H94 -4.3291 -2.6439 -2.3634
H95 -2.6578 -2.5553 -1.8446
H96 -3.9095 -3.5428 -1.0298
C33 -1.8914 1.9422 -3.3029
C34 -1.9450 0.4812 -3.7013
C35 -2.2854 0.3434 -5.1921
O9 -1.1927 0.8545 -6.0158
C36 -1.4490 0.7695 -7.4280
N9 -0.6740 -0.2434 -3.4417
H97 -0.3766 -0.1784 -2.4787
H98 -0.7280 -1.2247 -3.6748
H99 -0.0290 0.2697 -4.0255
H100 -2.8645 2.3956 -3.4912
H101 -1.0478 2.5189 -3.6821
H102 -1.7932 2.0845 -2.2266
H103 -2.6878 -0.0317 -3.0904
H104 -3.2690 0.8090 -5.2548
H105 -2.5957 -0.6736 -5.4319
H106 -0.6903 1.2669 -8.0322
H107 -2.4421 1.1966 -7.5671
H108 -1.4671 -0.2811 -7.7179
Cl1 -3.2762 -2.8003 2.6617
Cl2 -0.7874 -0.3968 -0.0982

Cartesian forces (eV/Å) of the 3 atoms listed first:
C 0.40 0.85 -1.71
C 0.25 -0.31 0.56
C 0.79 -0.92 -0.74

## Properties
LUMO, eV: -15.062
HOMO level, eV: -20.36
Electronic energy, hartree: -3523.62200
Charge: +7

Atomic partial charges in e from the Mulliken method, atoms 1 to 99: -0.79 0.41 -0.67 -0.44 -0.67 -0.11 0.31 0.39 0.38 0.14 0.49 0.14 -0.21 0.46 0.28 0.31 0.26 0.29 -1.07 0.66 -0.07 -0.45 -0.60 -0.01 0.36 0.41 0.34 0.50 -0.18 0.45 -0.52 0.17 0.20 0.40 0.19 0.21 -1.25 0.39 -1.06 -0.24 -0.83 0.71 0.23 0.28 -0.63 0.41 0.07 0.42 0.37 0.44 0.50 0.34 0.25 0.34 -1.40 0.27 -1.03 0.51 -1.25 -0.07 0.45 0.23 0.40 0.38 0.44 0.49 -0.27 0.69 0.22 0.41 -0.17 0.35 -1.59 1.40 -1.31 -0.01 -0.99 0.06 0.36 0.42 0.22 0.52 0.35 0.00 -0.41 0.63 0.46 0.25 0.44 0.35 -1.25 -0.04 0.09 -0.49 -0.25 -0.25 0.41 0.34 0.31

[2]
DFT (ωB97M-V with the def2-TZVPD basis set) results for 2 unconnected molecules or ions with the total composition CH5N3O3 in a non-equilibrium geometry.

Cartesian coordinates (Å):
C1 -1.9270 -0.0927 -0.0676
N1 1.9898 0.0618 0.0255
N2 -1.4681 1.1476 0.0057
N3 1.4186 -1.1215 0.1407
O1 1.2834 1.0322 0.2574
O2 -1.2670 -1.1049 0.0965
O3 3.1561 0.1138 -0.2794
H1 -3.0075 -0.1611 -0.2988
H2 -2.0642 1.9363 -0.1667
H3 -0.4702 1.2893 0.1857
H4 0.3782 -1.1764 0.2081
H5 1.9779 -1.9243 -0.1072

Cartesian forces (eV/Å) of the 3 atoms listed first:
C -0.92 0.03 -0.19
N -0.02 -0.39 -0.09
N 0.45 0.47 0.10

## Properties
LUMO, eV: 0.808
HOMO level, eV: -10.73
Electronic energy, hartree: -431.00851
Energy relative to the best compared isomer or geometry (same formula, charge and spin), eV: 0.394
Structure (SMILES): N[N+](=O)[O-].NC=O

Need the Mulliken charges? In units of e they are: 0.11 1.20 -0.23 -0.46 -0.75 -0.70 -0.64 0.34 0.19 0.29 0.41 0.23

[3]
DFT (ωB97M-V with the def2-TZVPD basis set) results for a gas-phase ion, C14H19BrClN3OP (charge +1) in a non-equilibrium geometry.

Cartesian coordinates (Å):
C1 -2.4793 -4.4708 -1.8742
C2 -1.7244 -3.0456 -1.8894
C3 -1.3550 -2.6971 -0.4017
Br1 -0.2507 -4.2253 0.2766
N1 -0.5362 -1.4689 -0.2279
C4 0.4783 -1.2759 0.7549
C5 1.0406 0.0726 0.6631
C6 2.1201 0.6038 1.6047
C7 2.1667 0.2016 3.0232
C8 3.2057 0.7330 3.8846
N2 4.2108 1.6333 3.6295
C9 4.1284 1.9736 2.3015
C10 3.2114 1.5392 1.2654
N3 0.3371 0.6794 -0.4082
C11 0.5833 2.0889 -0.8104
C12 -0.3298 2.9851 0.1574
C13 -1.8539 2.9832 -0.2664
Cl1 0.2624 4.6960 0.2446
C14 -0.5608 -0.2534 -0.8835
P1 -1.7050 0.2340 -2.2831
O1 -3.1653 0.1831 -1.9022
H1 -2.8349 -4.7633 -0.8527
H2 -3.4155 -4.3585 -2.5025
H3 -1.8785 -5.2713 -2.3868
H4 -2.4451 -2.3366 -2.3715
H5 -0.7899 -3.2208 -2.4959
H6 -2.2622 -2.6896 0.2689
H7 0.8590 -1.9813 1.5230
H8 1.4062 -0.5091 3.4299
H9 3.1974 0.3514 4.9464
H10 4.9129 2.7156 1.9744
H11 3.3294 1.9110 0.2193
H12 0.3490 2.2986 -1.8833
H13 1.6352 2.4231 -0.6300
H14 -0.2796 2.5354 1.1851
H15 -1.9836 2.9463 -1.3851
H16 -2.3848 3.9017 0.0934
H17 -2.3991 2.1036 0.1946
H18 -1.3363 1.4977 -2.8578
H19 -1.4642 -0.7236 -3.3281

Cartesian forces (eV/Å) of the 3 atoms listed first:
C -0.88 0.61 -0.90
C -0.23 -1.60 0.37
C -0.45 -1.00 -0.66

## Properties
LUMO, eV: -4.214
HOMO level, eV: -12.70
Electronic energy, hartree: -4159.60962
Energy relative to the best compared isomer or geometry (same formula, charge and spin), eV: 2.899
Charge: +1
Structure (SMILES): CC[C@@H](Br)n1cc(-c2ccncc2)[n+](C[C@H](C)Cl)c1[PH2]=O

Need the Mulliken charges? In units of e they are: -1.18 -0.15 -0.39 -0.10 0.35 -0.36 0.13 0.57 -0.60 -0.24 -0.50 -0.28 -0.36 0.24 -0.85 0.48 -1.06 -0.15 0.11 0.15 -0.63 0.40 0.36 0.29 0.15 0.38 0.39 0.49 0.35 0.32 0.31 0.36 0.50 0.07 0.20 0.19 0.44 0.29 0.15 0.21

[4]
DFT (ωB97M-V with the def2-TZVPD basis set) results for 2 unconnected molecules or ions with the total composition C5H14N2O in a non-equilibrium geometry.

Cartesian coordinates (Å):
C1 -0.8806 0.7619 -2.1859
C2 -0.9431 0.6099 -0.6590
C3 -1.0433 -0.8833 -0.2633
C4 0.1484 -1.7525 -0.6386
N1 1.0564 -2.0104 0.4979
C5 1.8869 -0.9735 0.8445
N2 2.2203 -0.5531 1.9825
H1 -1.8812 0.8983 -2.6151
H2 -0.2560 1.5878 -2.4919
H3 -0.5560 -0.1390 -2.7147
H4 -1.8623 1.0600 -0.2921
H5 -0.0407 1.0045 -0.2082
H6 -1.9896 -1.2491 -0.6554
H7 -1.2608 -0.9493 0.8030
H8 -0.1489 -2.7206 -1.0314
H9 0.7730 -1.2453 -1.3620
H10 0.6352 -2.5166 1.2589
H11 2.3013 -0.4449 -0.0156
H12 1.9190 -1.0728 2.7983
H13 -1.5289 4.5362 0.9396
H14 -2.1774 3.2889 0.3445
O1 -1.3573 3.6098 0.7309

Cartesian forces (eV/Å) of the 3 atoms listed first:
C -0.71 -0.30 -0.28
C 0.13 -1.49 -0.58
C -0.88 0.56 0.17

## Properties
LUMO, eV: 0.801
HOMO level, eV: -8.83
Electronic energy, hartree: -383.63026
Energy relative to the best compared isomer or geometry (same formula, charge and spin), eV: 1.917
Structure (SMILES): [H]/N=C\NCCCC.O

Need the Mulliken charges? In units of e they are: -1.19 -0.11 -0.72 -0.96 -0.33 0.11 -0.67 0.35 0.31 0.33 0.11 0.34 0.43 0.41 0.25 0.50 0.26 0.40 0.19 0.30 0.31 -0.61

[5]
DFT (ωB97M-V with the def2-TZVPD basis set) results for a molecular structure, C2H4KO2 in a non-equilibrium geometry.

Cartesian coordinates (Å):
C1 -0.4591 -0.4297 0.3294
C2 -1.5616 0.3098 -0.0103
O1 0.5896 0.0975 -0.3931
H1 -0.2602 -1.4607 0.6131
H2 -2.4724 -0.2745 -0.1600
H3 -1.7169 1.2562 0.5159
H4 -0.0644 0.9948 -0.7868
K1 4.1943 -0.7971 -0.5145
O2 1.7507 0.3037 0.4065

Cartesian forces (eV/Å) of the 3 atoms listed first:
C -0.93 -0.24 -2.30
C -0.79 -1.67 1.73
O -0.51 2.59 0.17

## Properties
LUMO, eV: -3.994
HOMO level, eV: -13.35
Electronic energy, hartree: -828.56206
Energy relative to the best compared isomer or geometry (same formula, charge and spin), eV: 8.064
Charge: +1

Need the Mulliken charges? In units of e they are: 0.31 -1.01 -0.02 0.33 0.25 0.37 0.45 0.97 -0.64

[6]
DFT (ωB97M-V with the def2-TZVPD basis set) results for a molecular structure, C4H6N2O in a non-equilibrium geometry.

Cartesian coordinates (Å):
N1 1.8106 0.7733 -0.6805
C1 0.6300 0.3399 -0.7099
C2 0.0486 -0.9050 -0.1697
O1 0.8777 -1.8964 0.1678
C3 -1.2723 -0.7196 -0.0788
C4 -1.6420 0.6265 -0.5995
N2 -0.4749 1.1196 -1.0470
H1 2.4118 0.0412 -0.3127
H2 0.1212 1.3861 2.1584
H3 0.3580 -2.6230 0.5383
H4 -1.9868 -1.4170 0.3356
H5 -0.5440 1.2179 1.7958
H6 -0.3380 2.0566 -1.3977

Cartesian forces (eV/Å) of the 3 atoms listed first:
N 0.01 -0.17 -0.27
C 0.64 0.29 0.23
C -0.23 0.04 -0.01

## Properties
LUMO, eV: -0.551
HOMO level, eV: -8.68
Electronic energy, hartree: -340.64495
Energy relative to the best compared isomer or geometry (same formula, charge and spin), eV: 4.081

Need the Mulliken charges? In units of e they are: -0.67 -0.12 1.09 -0.50 -0.48 -0.60 0.12 0.27 0.17 0.34 0.33 -0.15 0.21

[7]
DFT (ωB97M-V with the def2-TZVPD basis set) results for a single C4H6N2 molecule in a non-equilibrium geometry.

Cartesian coordinates (Å):
C1 -0.2282 0.3317 1.4641
C2 -0.0402 -0.8712 -0.4842
C3 -0.8478 0.0935 -1.1890
N1 -0.0717 0.5979 -0.0002
C4 1.2790 -1.2276 -0.8144
N2 2.3968 -1.5439 -0.9056
H1 0.3890 -0.5262 1.7708
H2 -1.2641 0.0766 1.6831
H3 0.1048 1.2148 1.9991
H4 -0.4678 0.5084 -2.1268
H5 -1.9328 0.1236 -1.0972
H6 0.6829 1.2225 -0.2997

Cartesian forces (eV/Å) of the 3 atoms listed first:
C -0.17 0.67 0.15
C 0.14 -0.50 -0.69
C -0.18 -0.12 -0.19

## Properties
LUMO, eV: 0.613
HOMO level, eV: -7.95
Electronic energy, hartree: -265.37587
Energy relative to the best compared isomer or geometry (same formula, charge and spin), eV: 4.346

Need the Mulliken charges? In units of e they are: -0.70 -0.56 -0.25 -0.18 0.47 -0.50 0.30 0.23 0.38 0.27 0.19 0.36

[8]
DFT (ωB97M-V with the def2-TZVPD basis set) results for a molecular structure, C3NaO6Rb in a non-equilibrium geometry.

Cartesian coordinates (Å):
C1 -0.0466 1.5876 0.0612
O1 0.5014 2.6651 0.1264
C2 -1.6120 1.3870 0.0940
O2 -1.9815 0.1887 -0.0362
O3 -2.2916 2.4039 0.2066
Na1 2.6824 3.0336 -0.3434
Rb1 -1.1572 -2.2507 -0.2673
O4 0.5571 0.4265 -0.1171
O5 2.8500 0.8483 0.0617
O6 2.0022 -1.2556 0.0704
C3 2.0220 -0.0436 0.1116

Cartesian forces (eV/Å) of the 3 atoms listed first:
C -0.15 -0.76 -0.24
O 0.61 0.69 0.06
C -0.78 0.30 -0.12

## Properties
LUMO, eV: -0.707
HOMO level, eV: -8.08
Electronic energy, hartree: -752.27794

Need the Mulliken charges? In units of e they are: 0.57 -0.75 0.44 -0.69 -0.65 1.05 0.99 -0.25 -0.73 -0.62 0.64

no.,HOMO-LUMO gap (eV)
1,5.3
2,11.5
3,8.5
4,9.6
5,9.4
6,8.1
7,8.6
8,7.4